Molecular formula: C4H9OP
Method: DFT, ωB97M-V/def2-TZVPD

## Properties
E_tot	-574.2063	Ha
orbital gap (alpha / beta)	6.31 / 9.45	eV
HOMO level (alpha / beta)	-0.2831 / -0.3311	Ha

Structure (ORCA input):
```
! RIJCOSX wB97M-V def2-TZVPD def2/J DEFGRID3
* xyz 0 1
C -0.0303 0.7517 0.5631
C 0.3429 -0.5551 -0.2336
C -0.2793 -0.6107 0.9855
C 1.8214 -0.7813 -0.4353
O -3.0455 -0.9922 0.0203
P -3.3585 0.3803 -0.3932
H 0.7366 1.3718 1.0320
H -0.8915 1.3799 0.2460
H -0.1705 -0.8901 -1.1342
H -0.5358 -1.1979 1.8307
H 2.2080 0.1020 -1.0396
H 2.1810 -1.6092 -1.0821
H 2.5212 -0.9902 0.4022
H -3.4733 1.3231 0.6462
H -2.2908 0.8932 -1.1128
*
```

Molecular formula: C15H27ClFNO6PS
Method: DFT, ωB97M-V/def2-TZVPD

## Properties
E_tot	-2392.8398	Ha
orbital gap	6.80	eV
HOMO level	-0.4485	Ha

Structure (ORCA input):
```
! RIJCOSX wB97M-V def2-TZVPD def2/J DEFGRID3
* xyz 1 1
O -1.2220 -2.8786 5.9140
S -2.3156 -1.7413 5.9143
O -3.2208 -2.0262 7.1371
Cl -1.3884 0.1569 6.1668
C -3.4103 -1.7885 4.3672
C -2.4226 -2.2769 3.1090
C -2.8528 -1.6317 1.6615
C -1.5523 -1.3811 0.6406
C -0.3552 -2.4991 0.8967
C 1.0631 -1.9188 1.5188
N 2.1889 -2.8901 1.8231
C 2.0826 -4.4054 1.5852
C 0.7037 -5.0963 0.9447
C -0.5818 -4.0961 0.5896
F -1.8684 -4.6656 0.0485
H -4.3567 -2.4778 4.4923
H -3.7006 -0.6714 4.1019
H -2.5802 -3.4502 3.0132
H -1.3275 -1.9905 3.4617
H -3.5152 -2.4472 1.0985
H -3.5413 -0.6705 1.7449
H -1.8457 -1.4757 -0.4928
H -1.2190 -0.2752 0.8312
H 1.1963 -0.7644 1.7441
H 3.0645 -2.4753 2.2431
H 2.9733 -5.1276 1.8381
H 0.6055 -6.2619 0.7630
O 0.7824 1.4159 -0.9941
P 0.9800 2.5574 -2.0214
O -0.5664 2.4814 -2.6091
C -1.5946 3.0936 -1.8529
C -1.5735 4.5998 -2.0293
O 1.6710 1.5824 -3.1847
C 2.4703 0.4742 -2.7977
C 1.6587 -0.8093 -2.8545
O 1.2008 3.8328 -3.1693
C 2.3755 4.6087 -2.9848
C 3.6251 3.8619 -3.4049
H -1.5038 2.8212 -0.7971
H -2.5469 2.6974 -2.2185
H -0.6722 5.0285 -1.5793
H -2.4448 5.0577 -1.5541
H -1.5635 4.8677 -3.0900
H 2.9084 0.6303 -1.8065
H 3.3051 0.4055 -3.5041
H 0.7262 -0.7299 -2.2884
H 2.2356 -1.6502 -2.4613
H 1.3765 -1.0332 -3.8897
H 2.4421 4.9298 -1.9401
H 2.2662 5.5079 -3.6026
H 3.8541 3.0604 -2.6963
H 4.4886 4.5336 -3.4364
H 3.4977 3.4009 -4.3891
*
```

Molecular formula: C2H12NO3
Method: DFT, ωB97M-V/def2-TZVPD

## Properties
expectation value of S²	0.75
E_tot	-363.7146	Ha
orbital gap (alpha / beta)	3.11 / 11.23	eV
HOMO level (alpha / beta)	-0.1004 / -0.4028	Ha

Structure (ORCA input):
```
! RIJCOSX wB97M-V def2-TZVPD def2/J DEFGRID3
* xyz 0 2
C -1.8171 0.3825 -0.2471
O -1.5469 0.3614 -1.6710
C -0.5517 0.5330 0.5916
N 0.6618 0.2094 -0.2889
H -2.5791 1.0579 0.0214
H -2.2479 -0.6600 -0.1526
H -2.2752 0.7820 -2.1419
H -0.5057 -0.0330 1.5141
H -0.4260 1.5321 1.0336
H 0.7187 -0.7479 -0.4631
H 0.6131 0.6026 -1.2781
H 1.4950 0.6458 0.1241
H 3.3469 1.8394 0.1468
H 2.8340 2.1956 1.6250
O 2.5883 1.5858 0.8648
H -0.8556 -3.6300 0.2527
H 0.6669 -3.6187 0.0005
O -0.1194 -3.0379 0.0683
*
```

Molecular formula: C8H13NS3
Method: DFT, ωB97M-V/def2-TZVPD

## Properties
SMILES string	CSc1csc(=S)n1C(C)(C)C
E_tot	-1561.8398	Ha
orbital gap	8.11	eV
HOMO level	-0.2869	Ha

Structure (ORCA input):
```
! RIJCOSX wB97M-V def2-TZVPD def2/J DEFGRID3
* xyz 0 1
C -1.2772 -2.6916 1.2365
S -1.0383 -2.2832 -0.5276
C 0.5318 -1.6372 -0.2641
C 1.6609 -2.2579 -0.2193
S 3.0523 -1.3147 0.0428
C 2.1976 0.2924 -0.0197
S 3.2697 1.5909 0.1585
N 0.9188 0.1199 -0.1485
C -0.1167 1.0990 -0.2332
C 0.3673 2.5110 -0.1322
C -0.6776 1.0867 -1.6206
C -1.1786 0.7512 0.8519
H -0.2964 -2.4785 1.7010
H -1.5863 -3.6411 1.2143
H -2.0138 -1.9554 1.5560
H 1.7549 -3.3328 -0.1562
H -0.5121 3.2667 -0.3479
H 0.5428 2.7878 0.9149
H 1.0728 2.7349 -1.0063
H -1.3186 1.9456 -1.8407
H -1.2125 0.1986 -1.9824
H 0.0831 1.2690 -2.3659
H -1.9980 1.4297 0.7252
H -1.5774 -0.1661 0.6331
H -0.6482 0.6751 1.8303
*
```

Molecular formula: C4H9N2OS
Method: DFT, ωB97M-V/def2-TZVPD

## Properties
SMILES string	C[C@H](C[S-])NC(N)=O
E_tot	-740.8076	Ha
orbital gap	6.91	eV
HOMO level	-0.1075	Ha

Structure (ORCA input):
```
! RIJCOSX wB97M-V def2-TZVPD def2/J DEFGRID3
* xyz -1 1
C -1.7236 -0.5748 0.5762
C -0.9293 0.3289 -0.3244
C -0.4126 -0.3393 -1.6428
S 1.3720 -0.7320 -1.7601
N 0.1486 1.0632 0.4158
C 1.0366 0.3307 1.1985
N 2.3383 0.5045 0.8485
O 0.6921 -0.2074 2.2366
H -1.7115 -1.5514 0.0932
H -1.2024 -0.6958 1.5120
H -2.7262 -0.2012 0.7532
H -1.5324 1.1646 -0.6595
H -0.6337 0.3408 -2.4704
H -0.9410 -1.3057 -1.6799
H 0.6595 1.5278 -0.3377
H 3.0216 -0.0147 1.3812
H 2.5440 0.3620 -0.1402
*
```

Molecular formula: C19H48N13O25
Method: DFT, ωB97M-V/def2-TZVPD

## Properties
E_tot	-3344.2763	Ha
orbital gap	9.69	eV
HOMO level	-0.4550	Ha

Structure (ORCA input):
```
! RIJCOSX wB97M-V def2-TZVPD def2/J DEFGRID3
* xyz 1 1
C -0.2974 3.2595 1.9739
C 0.8103 2.2912 1.9424
O 1.7574 2.4291 1.2245
N 0.8214 1.0438 2.7342
C 0.0209 0.0784 2.0045
C 0.5822 -1.2662 1.8869
O -1.0202 0.3902 1.5024
C 0.3990 1.1415 4.1093
C 0.9474 2.3335 4.8009
O 1.0806 2.1275 6.1955
C 0.1891 1.2148 6.7562
C 0.3387 -0.1709 6.1512
N 1.0293 -0.0185 4.8426
H -1.1039 2.9528 2.5820
H -0.6124 3.4695 0.9835
H 0.0775 4.1571 2.4068
H 1.5908 -1.2434 1.5455
H 0.5590 -1.8047 2.8168
H 0.0099 -1.8235 1.1973
H -0.6578 1.0532 4.2266
H 0.3141 3.1729 4.6482
H 1.9050 2.5590 4.3955
H -0.8223 1.5268 6.6460
H 0.4041 1.1222 7.7917
H -0.6238 -0.5815 5.9652
H 0.8827 -0.8330 6.7720
H 1.0409 -0.8671 4.2879
H 1.9826 0.2704 5.0351
C -2.7550 1.4878 -0.6859
N -3.5622 2.4304 -1.5025
O -3.3460 3.6168 -1.3745
O -4.3872 1.9453 -2.2439
H -2.0677 2.0611 -0.0858
H -3.4339 0.9185 -0.0590
H -2.2241 0.8404 -1.3698
C -3.3691 4.6500 4.8092
N -2.8652 3.3077 5.2029
O -1.6884 3.0440 4.9647
O -3.6197 2.5385 5.7340
H -2.5498 5.2038 4.3450
H -4.1916 4.4904 4.1182
H -3.7166 5.1416 5.7122
C 3.0311 2.0424 -1.4804
N 3.7377 0.8831 -2.0966
O 4.2316 1.0263 -3.1903
O 3.7616 -0.1473 -1.4509
H 3.0772 2.8840 -2.1593
H 2.0058 1.7365 -1.3052
H 3.5273 2.2643 -0.5446
C 0.6343 1.4747 -4.8743
N -0.0297 2.0489 -3.6697
O -0.5936 1.2679 -2.9289
O 0.0175 3.2456 -3.5150
H 0.4927 0.4027 -4.8543
H 0.1606 1.9164 -5.7440
H 1.6878 1.7339 -4.8342
C 4.0974 -3.2005 0.4147
N 2.9592 -4.1495 0.5925
O 1.8557 -3.6777 0.7910
O 3.2148 -5.3268 0.5367
H 3.7238 -2.1877 0.4891
H 4.8137 -3.4071 1.2021
H 4.5320 -3.3826 -0.5618
C 0.3994 8.1826 3.9940
N -0.8543 7.4246 4.2608
O -1.8434 8.0376 4.5644
O -0.8041 6.2072 4.1546
H 0.1936 9.2357 4.1281
H 1.1460 7.8334 4.6991
H 0.6988 7.9659 2.9742
C 6.9857 -4.7027 3.5504
N 6.4574 -3.3239 3.7636
O 5.8212 -3.1076 4.7714
O 6.7014 -2.5017 2.9057
H 6.6901 -5.3154 4.3910
H 6.5624 -5.0762 2.6236
H 8.0650 -4.6283 3.4771
C 1.6988 -2.8037 -4.0327
N 1.5341 -2.1418 -5.3586
O 2.5120 -1.6566 -5.8759
O 0.4086 -2.1291 -5.8155
H 2.7410 -2.7309 -3.7497
H 1.0585 -2.2824 -3.3268
H 1.3887 -3.8373 -4.1440
C -1.8068 -2.7214 -8.2040
N -2.9787 -3.4710 -8.7413
O -3.9030 -2.7847 -9.1217
O -2.9420 -4.6796 -8.7325
H -2.0115 -1.6634 -8.2906
H -1.6767 -3.0068 -7.1662
H -0.9420 -3.0028 -8.7948
C -6.2896 -3.6401 -6.7031
N -5.5153 -4.1669 -5.5436
O -6.0502 -4.9807 -4.8302
O -4.3706 -3.7835 -5.3955
H -7.2558 -4.1259 -6.6967
H -6.3829 -2.5638 -6.6111
H -5.7155 -3.9075 -7.5854
C -3.2342 -3.8271 -2.4685
N -1.8956 -3.9844 -1.8343
O -1.7740 -4.7817 -0.9303
O -0.9938 -3.3013 -2.2721
H -3.9216 -4.5061 -1.9823
H -3.5415 -2.7940 -2.3384
H -3.1262 -4.0655 -3.5182
*
```

Molecular formula: C2H10N2O3
Method: DFT, ωB97M-V/def2-TZVPD

## Properties
SMILES string	NCC(N)=O.O.O
E_tot	-417.4345	Ha
orbital gap	9.55	eV
HOMO level	-0.3331	Ha

Structure (ORCA input):
```
! RIJCOSX wB97M-V def2-TZVPD def2/J DEFGRID3
* xyz 0 1
N 0.5420 -0.6026 -1.8640
C -0.7524 -0.9630 -1.2393
C -0.8181 -0.8638 0.2653
N 0.4509 -0.8046 0.8533
O -1.8476 -0.7129 0.8774
H 1.3424 -1.0813 -1.4814
H 0.5805 0.4011 -1.7609
H -1.4826 -0.3014 -1.7274
H -0.9756 -1.9742 -1.5760
H 1.1263 -0.0752 0.6883
H 0.4833 -1.0750 1.8283
O 3.0609 0.6221 1.8753
H 4.0005 0.4507 1.7274
H 3.0519 1.5597 2.0784
O -2.5661 1.9239 -0.2590
H -2.8236 1.2030 0.3360
H -3.3727 2.2934 -0.6216
*
```

Molecular formula: C6H8N2O
Method: DFT, ωB97M-V/def2-TZVPD

## Properties
SMILES string	O=C1C[C@@H]2N[C@H]2[C@H]2CN12
E_tot	-417.9240	Ha
orbital gap	10.24	eV
HOMO level	-0.3451	Ha

Structure (ORCA input):
```
! RIJCOSX wB97M-V def2-TZVPD def2/J DEFGRID3
* xyz 0 1
O -2.2938 -1.1031 -0.2982
C -1.3459 -0.6248 0.1888
C -0.1159 -1.7230 0.2795
C 0.9772 -0.9148 -0.3677
N 2.3563 -0.1882 -0.5073
C 1.1855 0.3886 0.3375
C 0.0873 1.4371 0.2216
C -1.1020 1.4353 -0.6170
N -1.3301 0.7639 0.4630
H 0.0221 -1.6087 1.4320
H -0.6481 -2.7259 -0.0848
H 0.6320 -0.6398 -1.2298
H 3.0498 -0.5221 0.0432
H 1.3140 0.3924 1.4353
H 0.4076 2.4067 0.8258
H -1.4099 0.9086 -1.5846
H -1.7861 2.3178 -0.5372
*
```

Molecular formula: C12H12Cl2N2O2
Method: DFT, ωB97M-V/def2-TZVPD

## Properties
SMILES string	N/C(C[C@H]1CC1(Cl)Cl)=N\OC(=O)c1ccccc1
E_tot	-1644.8033	Ha
orbital gap	9.91	eV
HOMO level	-0.3439	Ha

Structure (ORCA input):
```
! RIJCOSX wB97M-V def2-TZVPD def2/J DEFGRID3
* xyz 0 1
N 1.7003 1.0211 -0.2999
C 0.8851 1.1392 0.7778
C 1.4575 1.7787 2.0122
C 2.5046 0.8800 2.6345
C 3.9646 1.0129 2.2713
C 3.4850 1.4226 3.6276
Cl 3.9204 0.4360 5.0142
Cl 3.4552 3.1296 4.0306
N -0.3372 0.7916 0.8385
O -0.8543 0.2164 -0.3566
C -1.8157 -0.7073 -0.1597
O -2.1318 -1.1520 0.9108
C -2.4002 -1.1366 -1.4578
C -3.2379 -2.2494 -1.4579
C -3.8104 -2.6863 -2.6370
C -3.5537 -2.0140 -3.8216
C -2.7260 -0.9024 -3.8250
C -2.1483 -0.4613 -2.6487
H 2.6914 1.1384 -0.1934
H 1.3727 0.4740 -1.0787
H 0.6407 1.9353 2.7168
H 1.8943 2.7443 1.7534
H 2.1420 -0.1204 2.8393
H 4.5710 0.1228 2.1980
H 4.2617 1.8105 1.6056
H -3.4250 -2.7534 -0.5219
H -4.4586 -3.5499 -2.6350
H -4.0019 -2.3541 -4.7436
H -2.5334 -0.3764 -4.7486
H -1.5120 0.4103 -2.6453
*
```

Molecular formula: C4H5N3
Method: DFT, ωB97M-V/def2-TZVPD

## Properties
SMILES string	[H]/N=C(/C#C)NN=C
E_tot	-319.4282	Ha
orbital gap	8.67	eV
HOMO level	-0.3297	Ha

Structure (ORCA input):
```
! RIJCOSX wB97M-V def2-TZVPD def2/J DEFGRID3
* xyz 0 1
H -1.2032 -2.4487 0.4305
N -1.5585 -1.4766 0.1921
C -0.5857 -0.6112 0.0860
C -0.9161 0.8010 -0.2356
C -1.5342 1.8463 -0.0790
N 0.7706 -1.0737 -0.0310
N 1.4820 0.1028 -0.7033
C 1.9356 0.7466 0.5533
H -2.3749 2.7391 0.1991
H 1.0864 -1.9238 -0.6081
H 1.4740 0.6752 1.5343
H 2.7618 1.3940 0.2907
*
```

Molecular formula: C34H36IN3O7PS2Ta
Method: DFT, ωB97M-V/def2-TZVPD

## Properties
E_tot	-3499.3794	Ha
orbital gap	6.43	eV
HOMO level	-0.6959	Ha

Structure (ORCA input):
```
! RIJCOSX wB97M-V def2-TZVPD def2/J DEFGRID3
* xyz 4 1
Ta 1.0369 0.3563 -0.4728
O -1.9653 6.0870 2.1798
C -1.6318 5.0437 3.0461
C -1.1523 3.8919 2.2282
C -0.8343 2.6571 2.8017
C -0.3442 1.6497 2.0198
N -0.1655 1.7534 0.6712
C -0.5068 2.9548 0.1160
C -0.9821 4.0156 0.8484
C -0.2988 3.0228 -1.3364
C -0.7447 4.0632 -2.1237
C -0.4914 4.0509 -3.4928
C -0.9463 5.1767 -4.3642
O -1.5707 6.1284 -3.5543
C 0.2040 2.9548 -4.0106
C 0.6084 1.9490 -3.1729
N 0.3667 1.9556 -1.8374
H -2.3237 6.8369 2.6707
H -2.4774 4.7060 3.6600
H -0.8197 5.3125 3.7384
H -0.9585 2.4834 3.8628
H -0.0762 0.7136 2.4824
H -1.2218 4.9563 0.3753
H -1.2921 4.8929 -1.7015
H -1.6195 4.7644 -5.1288
H -0.0679 5.5754 -4.8898
H -1.8702 6.8799 -4.0802
H 0.4384 2.8930 -5.0657
H 1.1688 1.1097 -3.5532
O 2.1326 0.8065 1.2162
S 2.9721 -0.4733 1.3918
O 4.3687 -0.2975 1.4434
O 2.4356 -1.1477 0.1400
C 2.2479 -1.2048 2.7881
C 3.0005 -1.2807 3.9443
C 2.3703 -1.6704 5.1256
C 1.0127 -1.9268 5.1207
C 0.2670 -1.8409 3.9394
C 0.8710 -1.4990 2.7406
P -0.0369 -1.5767 1.1426
C 0.4117 -3.2364 0.5430
C 0.5351 -4.2688 1.4757
C 0.7925 -5.5676 1.0596
C 0.9410 -5.8520 -0.2892
C 0.8485 -4.8260 -1.2215
C 0.5891 -3.5287 -0.8096
C -1.8140 -1.5471 1.4517
C -2.4244 -2.6344 2.0883
C -3.7916 -2.6339 2.3146
C -4.5683 -1.5614 1.8936
C -3.9776 -0.4935 1.2301
C -2.6085 -0.4853 1.0090
H 4.0543 -1.0320 3.9334
H 2.9439 -1.7505 6.0389
H 0.5123 -2.2083 6.0380
H -0.7929 -2.0540 3.9768
H 0.4385 -4.0781 2.5365
H 0.8815 -6.3555 1.7952
H 1.1418 -6.8646 -0.6121
H 0.9831 -5.0479 -2.2731
H 0.5635 -2.7378 -1.5443
H -1.8469 -3.5007 2.3845
H -4.2533 -3.4769 2.8107
H -5.6350 -1.5644 2.0741
H -4.5857 0.3333 0.8870
H -2.1703 0.3547 0.4857
N 3.8358 -1.5955 -2.8733
C 3.4258 -0.4856 -2.3222
O 2.1768 -0.2962 -2.1392
C 4.4861 0.5097 -1.9326
I 3.6269 2.3360 -1.3182
H 3.1793 -2.3209 -3.1284
H 4.8141 -1.7573 -3.0785
H 5.1297 0.7286 -2.7841
H 5.0908 0.1054 -1.1196
C -0.5252 -1.7058 -4.0263
S -1.3611 -0.7706 -2.7548
C -2.4983 -1.9967 -2.1355
O -0.2926 -0.6041 -1.6106
H -1.2460 -1.7950 -4.8426
H -0.2413 -2.6906 -3.6622
H 0.3311 -1.1263 -4.3640
H -3.2569 -2.1092 -2.9147
H -2.9602 -1.5932 -1.2359
H -1.9865 -2.9382 -1.9430
*
```

Molecular formula: C4H9N
Method: DFT, ωB97M-V/def2-TZVPD

## Properties
SMILES string	C=CCCN
E_tot	-212.4729	Ha
orbital gap	10.47	eV
HOMO level	-0.3407	Ha

Structure (ORCA input):
```
! RIJCOSX wB97M-V def2-TZVPD def2/J DEFGRID3
* xyz 0 1
C -1.4982 -0.1529 -1.5780
C -1.5036 -0.0615 -0.2288
C -0.2139 -0.6669 0.3900
C 0.7508 0.5361 0.3976
N 1.9999 0.1853 1.2148
H -0.9497 -1.0919 -1.9742
H -2.3293 0.4112 -2.1508
H -2.4347 0.0655 0.3665
H 0.2493 -1.3610 -0.2909
H -0.3711 -1.1701 1.3547
H 1.0538 1.0026 -0.5600
H 0.2247 1.2969 0.9714
H 2.3665 1.1557 1.5013
H 2.6554 -0.1490 0.5864
*
```

Please write out number 10 again, unchanged.
Molecular formula: C4H5N3
Method: DFT, ωB97M-V/def2-TZVPD

## Properties
SMILES string	[H]/N=C(/C#C)NN=C
E_tot	-319.4282	Ha
orbital gap	8.67	eV
HOMO level	-0.3297	Ha

Structure (ORCA input):
```
! RIJCOSX wB97M-V def2-TZVPD def2/J DEFGRID3
* xyz 0 1
H -1.2032 -2.4487 0.4305
N -1.5585 -1.4766 0.1921
C -0.5857 -0.6112 0.0860
C -0.9161 0.8010 -0.2356
C -1.5342 1.8463 -0.0790
N 0.7706 -1.0737 -0.0310
N 1.4820 0.1028 -0.7033
C 1.9356 0.7466 0.5533
H -2.3749 2.7391 0.1991
H 1.0864 -1.9238 -0.6081
H 1.4740 0.6752 1.5343
H 2.7618 1.3940 0.2907
*
```